No. 1
The following is a quantum chemistry calculation of a cluster of 2 separate species, C5H13N2OS in total in a non-equilibrium geometry, from the OMol25 dataset.

Results
Highest occupied orbital energy in eV: -13.6
M in u: 149.2
LUMO in eV: -3.08

The geometry in ORCA input format:
```
! RIJCOSX wB97M-V def2-TZVPD def2/J DEFGRID3
* xyz 1 1
S 1.374 -1.701 1.051
O -1.741 -0.590 -0.789
N 0.871 -0.754 -1.420
N 0.925 0.911 0.117
C 1.090 -0.905 2.678
C 0.509 0.422 -2.177
C 1.102 -0.426 -0.125
C -2.213 -0.034 0.521
C 0.691 1.597 -1.137
H -0.342 2.135 -0.954
H -2.532 -0.829 1.102
H 0.747 0.068 2.403
H -1.358 0.426 0.930
H 0.657 -1.733 -1.735
H 1.288 1.491 0.842
H -0.580 0.159 -2.478
H -2.381 -1.253 -0.960
H 1.578 2.212 -1.439
H 1.991 -0.922 3.239
H -3.037 0.578 0.272
H 0.227 -1.419 3.039
H 1.134 0.566 -2.979
*
```

No. 2
The following is a quantum chemistry calculation of an isolated molecule of C5H13N3, from the OMol25 dataset.

Results
Highest occupied orbital energy in eV: -9.0
SMILES: [H]/N=C/NCC[C@@H](C)N
M in u: 115.2
LUMO in eV: 1.02

The geometry in ORCA input format:
```
! RIJCOSX wB97M-V def2-TZVPD def2/J DEFGRID3
* xyz 0 1
N -3.477 -0.650 0.056
N 2.951 -0.620 0.282
N -1.417 0.192 0.724
C -2.320 -0.205 -0.227
C 1.537 -0.071 -1.621
C 1.564 -0.469 -0.155
C 1.012 0.678 0.704
C -0.390 1.173 0.381
H 3.123 -0.343 1.237
H 1.003 -1.381 0.055
H 2.088 -0.746 -2.276
H -1.912 -0.145 -1.238
H 0.496 -0.025 -1.939
H -3.909 -0.896 -0.832
H -1.888 0.261 1.616
H 1.697 1.521 0.628
H 1.960 0.932 -1.706
H 3.357 -1.541 0.160
H 0.998 0.320 1.739
H -0.591 2.076 0.955
H -0.487 1.413 -0.673
*
```

No. 3
The following is a quantum chemistry calculation of a cluster of 2 separate species, C5H13N3 in total in a non-equilibrium geometry, from the OMol25 dataset.

Results
Highest occupied orbital energy in eV: -8.1
SMILES: C/C=C/N.C/N=C\N
M in u: 115.2
LUMO in eV: 0.94

The geometry in ORCA input format:
```
! RIJCOSX wB97M-V def2-TZVPD def2/J DEFGRID3
* xyz 0 1
N -0.188 -2.243 1.565
N -1.824 -1.242 0.185
N -0.783 1.601 -0.715
C 0.628 1.806 -0.628
C -1.183 -3.288 1.885
C -0.566 -1.293 0.811
C 1.464 2.133 -1.646
C 2.836 2.624 -1.419
H -1.989 -2.912 2.534
H -2.083 -0.408 -0.287
H 1.031 1.808 0.380
H -1.136 1.726 -1.677
H 2.915 2.907 -0.302
H 0.118 -0.451 0.564
H -2.468 -1.941 0.614
H -1.595 -3.725 0.963
H 3.616 1.898 -1.703
H 1.058 1.953 -2.657
H 3.059 3.517 -2.004
H -0.677 -4.118 2.411
H -1.356 1.035 -0.090
*
```

No. 4
The following is a quantum chemistry calculation of a structure of composition C5H13N3 in a non-equilibrium geometry, from the OMol25 dataset.

Results
Highest occupied orbital energy (spin up / spin down) in eV: -6.7 / -6.7
M in u: 115.2
LUMO (spin up / spin down) in eV: 0.74 / 0.74

The geometry in ORCA input format:
```
! RIJCOSX wB97M-V def2-TZVPD def2/J DEFGRID3
* xyz 0 1
N 1.620 1.269 -1.612
N 3.071 0.568 0.059
N 0.865 -0.235 -0.006
C -1.840 -1.854 0.027
C 1.817 0.466 -0.512
C -0.910 0.510 0.316
C -0.867 0.479 1.725
C -1.800 -0.418 -0.487
H -1.441 -0.429 -1.522
H -2.810 0.006 -0.502
H -1.431 -0.270 2.265
H 0.914 -0.478 1.046
H -0.667 1.408 2.244
H 3.835 0.792 -0.561
H 0.666 1.307 -1.930
H -0.853 1.496 -0.150
H 3.295 -0.144 0.737
H -2.309 -1.906 1.008
H -0.830 -2.252 0.106
H 2.082 2.171 -1.590
H -2.406 -2.486 -0.658
*
```

No. 5
The following is a quantum chemistry calculation of a structure of composition C5H13N3 in a non-equilibrium geometry, from the OMol25 dataset.

Results
Highest occupied orbital energy in eV: -8.0
M in u: 115.2
LUMO in eV: 0.86

The geometry in ORCA input format:
```
! RIJCOSX wB97M-V def2-TZVPD def2/J DEFGRID3
* xyz 0 1
N 1.144 0.221 -1.800
N -0.434 -1.748 -0.744
N 2.335 2.233 0.304
C 0.971 1.153 0.550
C -1.904 0.081 -0.155
C -0.604 -0.631 0.166
C -0.529 -1.065 1.622
C 0.787 0.518 -0.530
H 0.457 -1.466 1.860
H -1.928 0.383 -1.203
H 0.314 -2.361 -0.439
H 2.022 3.134 -0.052
H -1.276 -1.840 1.835
H -2.023 0.965 0.467
H 3.017 1.864 -0.356
H 0.709 1.314 1.573
H 1.057 0.990 -2.452
H -2.768 -0.575 0.010
H -1.287 -2.290 -0.852
H 0.682 -0.639 -2.105
H -0.740 -0.240 2.300
*
```

No. 6
The following is a quantum chemistry calculation of a cluster of 2 separate species, C5H13N3O in total in a non-equilibrium geometry, from the OMol25 dataset.

Results
Highest occupied orbital energy in eV: -8.2
SMILES: CC(C)C=O.C/N=N/N
M in u: 131.2
LUMO in eV: -0.01

The geometry in ORCA input format:
```
! RIJCOSX wB97M-V def2-TZVPD def2/J DEFGRID3
* xyz 0 1
O -0.005 2.094 -1.157
N 1.505 -0.996 1.432
N 0.510 -0.151 1.537
N 0.885 1.069 1.179
C 0.173 -1.634 -1.690
C 0.111 2.103 1.843
C -1.788 -0.569 -0.474
C -0.559 -0.353 -1.339
C 0.378 1.012 -0.757
H 1.316 -1.948 1.703
H 2.419 -0.667 1.131
H -0.900 1.777 2.099
H 0.666 2.433 2.722
H -2.522 -1.172 -1.017
H -1.559 -1.173 0.403
H -0.422 -2.234 -2.384
H -2.252 0.381 -0.211
H 0.361 -2.264 -0.820
H 1.116 -1.420 -2.199
H -0.873 0.124 -2.271
H 0.024 2.942 1.154
H 1.414 0.644 -0.883
*
```